(1)
{"formula": "C11H32AsAuBr2O3SSi3", "method": "ωB97M-V/def2-TZVPD", "homo_energy_ev": -15.9145, "largest_force_ev_per_a": 0.24, "orbital_gap_ev": 8.7, "total_energy_ev": -257141.4944, "total_charge": 2, "e_above_lowest_kcal_mol": 0.44, "elements": ["Au", "Br", "C", "Br", "H", "H", "C", "S", "O", "O", "O", "H", "H", "H", "C", "Si", "C", "C", "As", "Si", "C", "C", "C", "Si", "C", "C", "C", "H", "H", "H", "H", "H", "H", "H", "H", "H", "H", "H", "H", "H", "H", "H", "H", "H", "H", "H", "H", "H", "H", "H", "H", "H", "H", "H"], "xyz": [[1.28, -1.38, -0.01], [3.02, -3.28, -0.02], [2.21, -4.33, 1.44], [1.79, -3.23, 2.94], [2.96, -5.07, 1.70], [1.30, -4.76, 1.03], [-2.99, -3.48, -0.07], [-1.66, -2.50, 0.48], [-0.40, -3.13, 0.07], [-1.77, -2.16, 1.87], [-1.83, -1.21, -0.39], [-2.95, -4.41, 0.49], [-2.88, -3.66, -1.14], [-3.92, -2.94, 0.16], [3.81, 0.26, -1.55], [2.95, 0.42, 0.08], [2.10, 2.04, 0.33], [3.97, -0.06, 1.55], [-0.56, 0.17, -0.20], [-1.47, 1.33, 1.79], [-0.42, 0.77, 3.21], [-3.22, 0.74, 1.80], [-1.33, 3.12, 1.34], [-1.04, 0.99, -2.47], [-2.87, 1.26, -2.35], [-0.52, -0.43, -3.52], [-0.06, 2.54, -2.72], [4.76, 0.81, -1.48], [3.24, 0.69, -2.37], [4.07, -0.77, -1.81], [2.87, 2.83, 0.29], [1.64, 2.11, 1.32], [1.37, 2.28, -0.44], [4.61, 0.79, 1.80], [4.62, -0.92, 1.35], [3.37, -0.28, 2.43], [-0.48, -0.31, 3.34], [-0.79, 1.24, 4.13], [0.63, 1.06, 3.10], [-3.29, -0.32, 2.06], [-3.72, 0.92, 0.85], [-3.75, 1.31, 2.57], [-0.31, 3.48, 1.22], [-1.79, 3.70, 2.15], [-1.89, 3.35, 0.43], [-3.40, 0.35, -2.07], [-3.23, 1.55, -3.34], [-3.14, 2.06, -1.66], [-1.02, -1.36, -3.23], [0.56, -0.59, -3.50], [-0.80, -0.23, -4.56], [-0.27, 3.31, -1.97], [-0.34, 2.96, -3.69], [1.02, 2.36, -2.75]], "mulliken_charge": [0.27, -0.03, -0.48, 0.00, 0.43, 0.30, -1.06, 1.07, -0.67, -0.61, -0.53, 0.42, 0.37, 0.38, -0.95, 0.35, -0.84, -0.98, 0.70, 0.39, -0.86, -1.00, -0.98, 0.24, -0.97, -1.02, -0.94, 0.36, 0.27, 0.35, 0.58, 0.10, 0.08, 0.42, 0.35, 0.33, 0.24, 0.44, 0.26, 0.29, 0.31, 0.46, 0.33, 0.43, 0.28, 0.28, 0.45, 0.31, 0.31, 0.30, 0.41, 0.34, 0.43, 0.28]}



(2)
{"formula": "C11H32BrO5", "method": "ωB97M-V/def2-TZVPD", "homo_energy_ev": [-10.0882, -10.0875], "largest_force_ev_per_a": 3.16, "multiplicity": 2, "orbital_gap_ev": [10.5, 4.7], "s_squared": 0.752, "total_energy_ev": -92202.2594, "elements": ["Br", "C", "C", "C", "O", "H", "H", "H", "H", "H", "H", "H", "H", "C", "C", "C", "O", "H", "H", "H", "H", "H", "H", "H", "H", "C", "C", "C", "O", "H", "H", "H", "H", "H", "H", "H", "H", "C", "O", "H", "H", "H", "H", "C", "O", "H", "H", "H", "H"], "xyz": [[-1.21, 0.14, 1.05], [2.19, -1.29, -3.20], [1.47, -0.57, -2.07], [0.14, -0.14, -2.67], [1.12, -1.48, -1.08], [3.15, -1.72, -2.89], [2.31, -0.65, -4.07], [1.53, -2.08, -3.55], [2.07, 0.27, -1.72], [0.29, 0.60, -3.46], [-0.42, 0.37, -1.89], [-0.43, -1.02, -2.97], [0.32, -1.08, -0.73], [1.68, 3.42, -1.50], [1.72, 3.66, 0.04], [2.38, 4.87, 0.45], [0.36, 3.64, 0.53], [1.23, 2.47, -1.80], [2.71, 3.32, -1.86], [1.30, 4.27, -2.06], [2.32, 2.87, 0.48], [3.31, 5.01, -0.10], [2.65, 4.92, 1.50], [1.84, 5.78, 0.16], [0.14, 2.71, 0.52], [-2.36, -5.25, 0.71], [-1.76, -3.91, 0.56], [-2.05, -3.33, -0.80], [-2.14, -3.18, 1.71], [-2.16, -6.03, -0.03], [-3.45, -5.15, 0.65], [-2.14, -5.54, 1.73], [-0.68, -4.04, 0.44], [-3.11, -3.26, -1.05], [-1.61, -4.00, -1.54], [-1.56, -2.35, -0.87], [-2.03, -2.26, 1.48], [-3.33, 2.77, 2.69], [-3.74, 2.29, 1.45], [-2.35, 3.22, 2.53], [-4.10, 3.40, 3.14], [-3.18, 1.83, 3.23], [-3.09, 1.67, 1.12], [1.91, -1.20, 2.67], [1.81, 0.23, 2.71], [2.19, -1.53, 1.67], [2.74, -1.45, 3.34], [1.05, -1.80, 2.96], [0.97, 0.54, 2.36]], "mulliken_charge": [0.01, -1.50, 0.91, -1.43, -0.41, 0.36, 0.39, 0.37, 0.13, 0.44, 0.26, 0.45, 0.01, -0.85, 0.87, -1.64, -0.51, -0.11, 0.37, 0.37, 0.16, 0.38, 0.36, 0.37, 0.22, -1.51, 0.84, -1.01, -0.53, 0.38, 0.35, 0.35, 0.07, 0.39, 0.37, 0.12, 0.22, -0.42, -0.48, 0.17, 0.24, 0.22, 0.23, -0.54, -0.43, 0.23, 0.30, 0.26, 0.20]}